C20H34AlBClO8S | the ωB97M-V functional and the def2-TZVPD basis

As for the HOMO-LUMO gap: 8.058 eV.

Geometry as ORCA input:
```
! RIJCOSX wB97M-V def2-TZVPD def2/J DEFGRID3
* xyz -1 1
C 1.204 3.225 1.971
O 1.625 3.747 0.737
C 0.600 3.761 -0.243
C 1.154 3.339 -1.589
C 1.559 1.850 -1.504
C 0.624 0.922 -2.268
C 0.688 -0.541 -1.818
C -0.336 -0.895 -0.721
C -1.761 -0.692 -1.283
O -2.674 -0.093 -0.372
C -2.816 1.259 -0.401
C -2.788 1.931 0.819
C -2.979 3.311 0.869
C -3.186 4.048 -0.294
C -3.234 3.375 -1.511
C -3.056 1.991 -1.561
O -0.027 -0.067 0.385
Al 1.235 -0.841 1.382
S 3.525 -0.481 0.947
C 4.044 1.208 0.602
O 4.192 -0.810 2.217
O 3.997 -1.317 -0.158
O 0.957 -2.430 0.621
C -0.206 -2.374 -0.196
C -1.419 -2.691 0.723
C -1.154 -3.735 1.809
C -1.002 -3.168 3.204
Cl -2.600 -2.763 3.932
C -0.065 -3.397 -1.329
B 0.589 -4.737 -0.845
O -0.246 -5.789 -0.521
O 1.959 -4.925 -0.746
H 2.095 2.999 2.550
H 0.590 3.930 2.540
H 0.638 2.296 1.861
H -0.147 3.013 0.026
H 0.113 4.737 -0.300
H 0.325 3.438 -2.290
H 1.996 3.967 -1.865
H 1.618 1.593 -0.457
H 2.539 1.770 -1.965
H -0.387 1.327 -2.248
H 0.933 0.961 -3.313
H 1.692 -0.781 -1.472
H 0.500 -1.154 -2.701
H -1.706 -0.163 -2.230
H -2.182 -1.663 -1.522
H -2.628 1.396 1.742
H -2.956 3.828 1.816
H -3.305 5.119 -0.271
H -3.397 3.907 -2.436
H -3.105 1.467 -2.503
H 1.154 -0.722 2.956
H 3.411 1.951 1.072
H 4.076 1.325 -0.475
H 5.069 1.269 0.954
H -2.228 -3.065 0.098
H -1.757 -1.766 1.182
H -2.017 -4.398 1.844
H -0.298 -4.367 1.607
H -0.515 -3.893 3.847
H -0.425 -2.254 3.239
H 0.500 -3.023 -2.179
H -1.066 -3.630 -1.703
H 0.266 -6.599 -0.440
H 2.202 -5.038 0.177
*
```


C20H34AsBN8S5Zn | the ωB97M-V functional and the def2-TZVPD basis

As for the HOMO-LUMO gap: 4.663 eV. The calculation puts the relative energy (zero: lowest compared OMol25 entry of this formula, charge and spin) at 0.0 kJ/mol.

Geometry as ORCA input:
```
! RIJCOSX wB97M-V def2-TZVPD def2/J DEFGRID3
* xyz -2 1
Zn 0.424 -1.957 -0.694
C -0.807 1.352 -2.662
C 0.112 1.526 -1.494
C 0.605 2.735 -0.948
C 1.453 2.352 0.070
C 2.248 3.198 1.015
N 1.445 1.007 0.113
N 0.629 0.494 -0.847
B 2.261 0.056 1.030
N 1.273 -0.728 1.927
N 0.287 -1.470 1.355
C -0.471 -1.957 2.321
C -1.625 -2.853 2.011
C 0.042 -1.534 3.564
C 1.145 -0.754 3.266
C 2.071 -0.028 4.189
N 3.103 -0.908 0.153
N 2.516 -1.617 -0.854
C 3.468 -2.252 -1.513
C 3.130 -3.158 -2.649
C 4.717 -1.938 -0.933
C 4.437 -1.086 0.117
C 5.373 -0.443 1.091
H -1.654 2.039 -2.590
H -0.278 1.564 -3.595
H -1.176 0.325 -2.717
H 0.362 3.743 -1.255
H 2.070 4.250 0.792
H 1.966 3.013 2.054
H 3.320 3.002 0.930
H 3.005 0.708 1.722
H -2.096 -2.582 1.065
H -1.280 -3.880 1.885
H -2.369 -2.807 2.810
H -0.342 -1.763 4.548
H 1.760 -0.203 5.218
H 3.103 -0.370 4.078
H 2.064 1.049 4.004
H 2.315 -2.748 -3.247
H 4.003 -3.321 -3.285
H 2.764 -4.121 -2.284
H 5.689 -2.306 -1.229
H 6.390 -0.772 0.879
H 5.341 0.647 1.026
H 5.130 -0.716 2.121
S 0.089 -5.476 -3.716
As -0.807 -4.517 -2.034
S -1.030 -2.315 -2.453
S 0.606 -4.361 -0.341
S -2.692 -5.309 -1.440
C -3.883 -0.172 -2.234
N -3.776 1.145 -1.613
C -4.205 2.265 -2.430
C -3.447 1.254 -0.314
S -3.161 -0.043 0.671
N -3.365 2.616 0.143
C -4.627 3.025 0.750
C -2.243 2.840 1.056
H -4.846 -0.641 -2.005
H -3.090 -0.829 -1.890
H -3.784 -0.049 -3.312
H -3.732 2.195 -3.411
H -3.924 3.197 -1.955
H -5.292 2.244 -2.580
H -5.435 2.978 0.015
H -4.534 4.056 1.094
H -4.890 2.382 1.600
H -1.317 2.498 0.595
H -2.369 2.313 2.008
H -2.171 3.915 1.240
*
```


C20H34AsCl2N2O5PS3V | the ωB97M-V functional and the def2-TZVPD basis

As for the HOMO-LUMO gap (spin up / spin down): 4.697 / 4.696 eV. The calculation puts the relative energy (zero: lowest compared OMol25 entry of this formula, charge and spin) at 176.4 kJ/mol.

Geometry as ORCA input:
```
! RIJCOSX wB97M-V def2-TZVPD def2/J DEFGRID3
* xyz -1 1
V -0.454 -0.073 0.484
Cl 5.205 1.390 -0.636
C 4.184 2.001 0.659
C 4.662 2.922 1.519
C 3.909 3.352 2.628
Cl 4.595 4.560 3.697
C 2.668 2.774 2.921
C 1.896 3.071 4.066
C 0.697 2.431 4.278
C 0.232 1.509 3.354
N 0.930 1.220 2.249
C 2.111 1.800 2.027
C 2.837 1.362 0.761
O 0.910 0.675 -0.448
H 5.655 3.327 1.368
H 2.268 3.799 4.774
H 0.105 2.644 5.160
H -0.715 1.005 3.476
C -4.847 -4.223 -2.631
C -3.905 -3.202 -2.038
O -3.799 -3.476 -0.630
P -3.144 -2.413 0.376
S -3.342 -2.982 2.207
S -1.251 -2.171 -0.407
O -3.904 -1.068 -0.003
C -4.402 -0.113 0.951
C -5.908 -0.216 1.025
H -4.933 -4.067 -3.707
H -5.838 -4.136 -2.185
H -4.477 -5.232 -2.453
H -4.277 -2.186 -2.182
H -2.912 -3.269 -2.486
H -4.069 0.859 0.590
H -3.944 -0.302 1.920
H -6.359 -0.046 0.047
H -6.296 0.533 1.720
H -6.200 -1.204 1.383
O -1.648 0.835 -0.612
S -1.274 1.562 -2.020
C -0.975 3.227 -1.406
C 0.039 3.376 -0.276
C 1.500 3.066 -0.608
C 1.959 1.594 -0.485
H -1.930 3.657 -1.093
H -0.640 3.771 -2.296
H -0.288 2.799 0.592
H -0.018 4.423 0.038
H 2.131 3.650 0.068
H 1.722 3.432 -1.615
H 2.962 0.267 0.785
H 2.565 1.347 -1.363
N 1.148 -1.424 -2.905
H 0.821 -0.786 -3.623
H 0.354 -2.020 -2.692
H 1.277 -0.840 -2.081
C 2.514 -2.613 0.248
As 1.244 -1.879 1.524
C 2.412 -1.411 3.011
C 0.466 -3.500 2.249
O -1.391 -0.007 1.734
H 3.057 -3.441 0.704
H 3.215 -1.837 -0.056
H 1.984 -2.963 -0.637
H 2.959 -2.299 3.329
H 1.800 -1.037 3.830
H 3.113 -0.633 2.720
H 1.253 -4.105 2.700
H -0.029 -4.050 1.454
H -0.283 -3.235 2.992
*
```


C20H34AuCl2N3O4 | the ωB97M-V functional and the def2-TZVPD basis

As for the HOMO-LUMO gap (spin up / spin down): 8.525 / 5.312 eV. The calculation puts the relative energy (zero: lowest compared OMol25 entry of this formula, charge and spin) at 0.0 kJ/mol.

Geometry as ORCA input:
```
! RIJCOSX wB97M-V def2-TZVPD def2/J DEFGRID3
* xyz 0 3
O 1.027 1.034 -0.754
C 1.155 1.520 -2.033
C 1.249 3.069 -1.982
C 0.897 3.786 -0.835
H 0.622 3.247 0.074
C 0.859 5.187 -0.856
H 0.564 5.717 0.050
C 1.209 5.881 -2.023
H 1.183 6.974 -2.039
C 1.577 5.163 -3.168
H 1.847 5.693 -4.087
C 1.605 3.766 -3.145
H 1.894 3.184 -4.024
H 2.102 1.162 -2.507
C 0.165 -0.417 -3.501
C -0.066 0.921 -2.853
H -0.410 -0.499 -4.428
H -0.170 -1.212 -2.822
H 1.235 -0.550 -3.712
C -1.105 1.763 -3.222
C -2.321 1.352 -3.974
H -1.045 2.825 -2.975
H -2.452 2.009 -4.845
H -3.213 1.484 -3.348
H -2.316 0.311 -4.321
Au -0.961 0.401 -0.867
Cl -1.458 1.722 1.040
Cl -2.968 -0.715 -1.195
C -2.646 -1.287 1.757
O -1.492 -1.670 1.572
N -3.605 -2.008 2.388
C -3.241 -3.303 2.913
C -4.993 -1.603 2.536
H -2.974 -0.296 1.406
H -2.193 -3.470 2.666
H -3.862 -4.085 2.466
H -3.381 -3.328 3.998
H -5.135 -0.595 2.133
H -5.277 -1.615 3.597
H -5.653 -2.300 2.001
H 1.818 -5.098 -0.697
H 4.282 -4.041 -0.320
C 1.790 -4.306 -1.455
C 3.952 -3.221 -0.976
N 2.503 -3.129 -1.006
H 0.750 -4.032 -1.633
C 1.786 -2.074 -0.519
O 0.559 -1.995 -0.628
H 4.377 -2.278 -0.618
H 2.380 -1.286 -0.018
H 2.253 -4.692 -2.368
H 4.332 -3.431 -1.987
C -0.263 0.072 3.966
N 1.174 0.091 4.131
C 1.706 0.063 5.482
C 2.003 -0.044 3.053
O 1.648 -0.243 1.899
H -0.714 0.196 4.960
H -0.600 -0.873 3.516
H -0.590 0.877 3.288
H 2.301 -0.843 5.654
H 2.362 0.925 5.645
H 0.871 0.092 6.189
H 3.068 0.052 3.364
*
```